Record 1
DFT (ωB97M-V/def2-TZVPD) results for a molecular structure, C26H33KN2OSSi at a distorted geometry.

- Net charge: 0
- Spin multiplicity: 1
- LUMO level: -0.051 eV
- E: -2483.00565 Eh
- F_max: 2.69 eV/A
- M: 488.81 g/mol
- HOMO-LUMO gap: 7.9 eV

Last column: Löwdin charge in e.
Positions of all 65 atoms, in Å:
K  -1.005  -0.444  1.201  0.68
C  -1.881  -0.425  4.298  -0.15
C  -2.571  0.686  3.841  -0.11
C  -3.749  0.525  3.129  -0.10
C  -4.235  -0.746  2.873  -0.08
C  -3.542  -1.857  3.326  -0.09
C  -2.364  -1.697  4.038  -0.11
H  -0.994  -0.301  4.903  0.09
H  -2.224  1.680  4.089  0.11
H  -4.311  1.391  2.811  0.11
H  -5.173  -0.870  2.354  0.11
H  -3.943  -2.846  3.161  0.11
H  -1.850  -2.561  4.437  0.11
S  1.429  -0.988  2.888  0.62
C  2.962  -0.858  3.518  -0.87
N  3.664  -1.958  3.827  0.00
C  4.982  -1.939  4.421  -0.18
C  5.136  -0.658  5.235  -0.16
C  4.816  0.534  4.338  -0.18
N  3.493  0.346  3.786  0.00
H  3.235  -2.837  3.587  0.12
H  5.753  -1.987  3.640  0.12
H  5.088  -2.819  5.060  0.12
H  6.144  -0.585  5.639  0.12
H  4.427  -0.672  6.064  0.12
H  5.557  0.624  3.532  0.12
H  4.824  1.464  4.912  0.12
H  2.978  1.151  3.468  0.13
C  -0.323  2.316  -0.352  -0.11
C  -1.214  2.121  -1.576  -0.60
C  -0.860  3.211  -2.582  -0.09
C  -2.676  2.284  -1.177  -0.10
Si  -1.002  0.276  -2.117  0.41
O  -1.389  -0.588  -0.876  -0.56
C  -2.020  -0.255  -3.638  -0.19
C  -2.459  0.515  -4.705  -0.10
C  -3.277  -0.014  -5.689  -0.10
C  -3.664  -1.339  -5.634  -0.11
C  -3.203  -2.135  -4.601  -0.09
C  -2.389  -1.594  -3.627  -0.10
C  0.801  -0.052  -2.669  -0.20
C  1.570  0.754  -3.500  -0.10
C  2.848  0.387  -3.886  -0.10
C  3.374  -0.829  -3.486  -0.11
C  2.600  -1.676  -2.710  -0.10
C  1.341  -1.277  -2.297  -0.10
H  -0.415  3.327  0.058  0.09
H  0.716  2.151  -0.635  0.08
H  -0.593  1.594  0.426  0.00
H  -1.180  4.194  -2.220  0.08
H  -1.349  3.037  -3.536  0.06
H  0.216  3.253  -2.738  0.06
H  -2.854  3.219  -0.636  0.08
H  -2.989  1.449  -0.548  0.06
H  -3.301  2.283  -2.067  0.08
H  -2.168  1.552  -4.780  0.08
H  -3.619  0.613  -6.501  0.10
H  -4.328  -1.744  -6.384  0.09
H  -3.486  -3.177  -4.556  0.10
H  -2.031  -2.208  -2.818  0.09
H  1.161  1.680  -3.877  0.09
H  3.435  1.043  -4.515  0.10
H  4.368  -1.124  -3.795  0.09
H  2.971  -2.658  -2.444  0.10
H  0.737  -1.939  -1.690  0.09



Record 2
DFT (ωB97M-V/def2-TZVPD) results for a molecular structure, C24H47O8PPbSb2Se.

- Net charge: 0
- Spin multiplicity: 1
- LUMO level: -0.241 eV
- E: -4960.74374 Eh
- F_max: 0.48 eV/A
- M: 1024.29 g/mol
- HOMO-LUMO gap: 8.1 eV

Last column: Löwdin charge in e.
Positions of all 84 atoms, in Å:
Pb  -1.291  -1.961  -0.143  1.14
C  1.277  0.741  -3.626  -0.33
Sb  0.537  -1.039  -2.687  1.29
C  -0.537  -1.721  -4.394  -0.30
C  2.289  -2.267  -2.922  -0.30
C  3.473  -1.742  -2.168  -0.28
C  4.207  -0.697  -2.731  -0.07
C  5.309  -0.149  -2.100  -0.08
C  5.714  -0.661  -0.877  -0.09
C  5.011  -1.712  -0.318  -0.06
C  3.886  -2.265  -0.933  -0.28
C  3.191  -3.409  -0.266  -0.28
Sb  1.518  -2.814  0.941  1.33
C  2.571  -1.312  2.087  -0.31
C  1.497  -4.243  2.501  -0.28
H  1.976  1.271  -2.987  -0.01
H  0.434  1.392  -3.851  0.00
H  1.770  0.473  -4.557  0.01
H  0.149  -1.806  -5.236  0.01
H  -1.319  -1.005  -4.639  0.00
H  -0.979  -2.686  -4.166  0.00
H  2.491  -2.268  -3.995  0.07
H  1.991  -3.272  -2.629  0.05
H  3.911  -0.320  -3.701  0.10
H  5.857  0.657  -2.568  0.10
H  6.585  -0.263  -0.373  0.10
H  5.351  -2.141  0.616  0.11
H  3.864  -3.903  0.437  0.07
H  2.802  -4.159  -0.949  0.05
H  3.596  -1.637  2.238  0.00
H  2.102  -1.200  3.062  -0.01
H  2.592  -0.346  1.584  -0.02
H  2.515  -4.384  2.862  0.02
H  1.089  -5.171  2.116  0.00
H  0.873  -3.864  3.309  0.01
C  -0.173  1.050  3.963  -0.02
C  -1.627  1.214  3.558  -0.49
C  -2.367  -0.088  3.808  -0.02
C  -2.243  2.406  4.267  -0.01
O  -1.736  1.560  2.064  -0.20
P  -3.381  1.303  1.245  0.37
O  -4.328  1.765  2.260  -0.23
O  -3.260  -0.082  0.743  -0.38
O  -3.069  2.372  0.120  -0.17
C  -3.593  2.250  -1.241  -0.60
C  -3.564  3.668  -1.782  -0.02
C  -5.009  1.706  -1.188  -0.03
C  -2.661  1.336  -2.022  -0.04
H  -0.179  0.885  5.040  0.11
H  0.422  1.937  3.777  0.08
H  0.304  0.183  3.510  0.07
H  -2.254  -0.330  4.866  0.10
H  -1.938  -0.905  3.227  0.09
H  -3.426  -0.013  3.587  0.08
H  -2.248  2.208  5.338  0.10
H  -3.262  2.572  3.932  0.07
H  -1.650  3.302  4.086  0.09
H  -4.157  4.328  -1.153  0.10
H  -3.974  3.684  -2.791  0.09
H  -2.543  4.045  -1.823  0.08
H  -5.631  2.318  -0.538  0.10
H  -5.026  0.680  -0.820  0.08
H  -5.436  1.710  -2.192  0.10
H  -1.647  1.743  -2.030  0.07
H  -3.006  1.261  -3.053  0.10
H  -2.645  0.339  -1.587  0.04
C  1.318  2.239  -0.048  -0.05
C  0.306  2.564  1.047  -0.38
C  -0.449  3.850  0.740  -0.04
C  -0.603  1.354  1.169  -0.16
H  1.998  3.077  -0.200  0.09
H  0.805  2.054  -0.993  0.06
H  1.920  1.356  0.187  0.07
H  0.848  2.697  1.984  0.12
H  -0.963  3.781  -0.220  0.07
H  0.252  4.682  0.695  0.09
H  -1.199  4.072  1.497  0.08
H  -0.054  0.474  1.504  0.10
H  -1.056  1.129  0.203  0.08
O  -1.614  -4.186  0.558  -0.65
Se  -0.824  -4.891  -0.748  0.73
O  0.737  -5.120  -0.321  -0.55
O  -0.832  -3.524  -1.762  -0.73
O  -1.587  -6.137  -1.399  -0.42